# 1
{
  "formula": "C23H52CuN8O14",
  "method": "ωB97M-V/def2-TZVPD",
  "energy_ev": -109917.0343,
  "e_lumo_ev": [-1.81, -1.76],
  "multiplicity": 2,
  "homo_lumo_gap_ev": [7.3, 7.4],
  "charge": 0,
  "relative_energy_kcal_mol": 187.5,
  "species": ["Cu", "C", "O", "O", "O", "C", "O", "C", "O", "O", "C", "H", "H", "H", "H", "H", "H", "C", "C", "O", "N", "C", "H", "H", "H", "H", "H", "H", "H", "C", "C", "O", "N", "C", "H", "H", "H", "H", "H", "H", "H", "C", "C", "O", "N", "C", "H", "H", "H", "H", "H", "H", "H", "O", "C", "N", "C", "H", "H", "H", "H", "H", "O", "C", "N", "C", "H", "H", "H", "H", "H", "O", "C", "N", "C", "H", "H", "H", "H", "H", "O", "C", "N", "C", "H", "H", "H", "H", "H", "O", "C", "N", "C", "H", "H", "H", "H", "H"],
  "xyz": [[-14.46047, -4.95662, -20.67080], [-13.60662, -1.62596, -19.38875], [-13.07958, -2.66734, -18.93543], [-14.34372, -1.84891, -20.35562], [-13.47072, -0.50445, -18.93871], [-8.54213, 1.39469, -19.87450], [-7.22540, 1.82879, -20.08115], [-6.54256, 1.21307, -21.13010], [-6.94204, 0.37867, -21.95397], [-5.25151, 1.68118, -21.03845], [-4.13102, 1.25132, -21.81477], [-8.99742, 1.99867, -19.08964], [-8.71349, 0.33117, -19.70821], [-9.00712, 1.58196, -20.84239], [-3.47209, 1.93912, -21.28484], [-4.18937, 1.56469, -22.85712], [-3.90669, 0.19348, -21.67786], [-18.53793, -4.55066, -24.44965], [-17.18961, -5.00534, -24.85340], [-16.30985, -4.71904, -24.04266], [-16.96007, -5.52892, -26.01984], [-15.65682, -5.85224, -26.59435], [-18.74526, -3.69462, -25.09175], [-18.65807, -4.08509, -23.47142], [-19.29489, -5.31140, -24.64041], [-17.74250, -5.55302, -26.65805], [-15.53557, -6.93546, -26.58909], [-14.88232, -5.36061, -26.00566], [-15.68184, -5.54678, -27.64036], [-10.17179, -6.99457, -24.56547], [-10.77466, -5.75303, -23.81381], [-11.68739, -5.84572, -22.95357], [-10.35616, -4.54716, -24.17025], [-10.83490, -3.27704, -23.61828], [-10.00396, -7.83848, -23.89633], [-9.16945, -6.68481, -24.86122], [-10.63719, -7.24736, -25.51814], [-9.50959, -4.56241, -24.72087], [-10.64451, -3.30521, -22.54541], [-11.88269, -2.98154, -23.67234], [-10.20540, -2.52630, -24.09600], [-17.89670, 3.13786, -27.52837], [-17.81487, 1.70596, -27.16639], [-18.66436, 0.88401, -27.46613], [-16.77368, 1.36929, -26.35458], [-16.28408, -0.00749, -26.11650], [-17.90136, 3.15632, -28.61820], [-17.01609, 3.63848, -27.12585], [-18.80932, 3.50983, -27.06268], [-16.31378, 2.14254, -25.89557], [-15.34428, -0.12439, -26.65615], [-16.93128, -0.81194, -26.46589], [-16.01072, -0.15145, -25.07120], [-13.50111, -7.17511, -17.79116], [-13.57120, -7.20819, -16.58228], [-13.38998, -6.05473, -15.90658], [-13.83864, -8.54508, -15.86553], [-12.76891, -5.95939, -15.11583], [-13.39863, -5.35950, -16.63917], [-14.60991, -9.08574, -16.41409], [-14.33290, -8.35196, -14.91341], [-12.89005, -9.03885, -15.65465], [-17.66589, -4.70858, -18.96398], [-18.52625, -3.96438, -18.55253], [-18.47703, -2.63584, -18.83488], [-19.77512, -4.33628, -17.82583], [-17.56780, -2.35601, -19.17413], [-19.17892, -1.97258, -18.53902], [-19.71272, -4.22412, -16.74341], [-19.78034, -5.41090, -18.00823], [-20.65837, -3.94618, -18.33158], [-9.97237, -0.49675, -13.34857], [-10.18058, -1.08004, -14.42700], [-11.45015, -1.19765, -14.94194], [-9.00848, -1.50844, -15.25253], [-11.64960, -1.35024, -15.92022], [-12.08695, -0.70547, -14.33175], [-8.76682, -0.66794, -15.90311], [-9.34993, -2.24713, -15.97768], [-8.18064, -1.95183, -14.69919], [-13.44703, 3.78873, -23.91717], [-13.42447, 4.06572, -22.74140], [-13.53463, 3.08206, -21.83351], [-13.26693, 5.48858, -22.16774], [-13.19058, 2.91368, -20.89897], [-13.64978, 2.14117, -22.18218], [-12.88659, 5.58346, -21.15066], [-14.12379, 6.15957, -22.22812], [-12.53671, 5.99728, -22.79711], [-16.17415, 1.94100, -13.59657], [-15.52906, 2.04155, -14.67491], [-16.00761, 1.50162, -15.76895], [-14.13821, 2.66622, -14.64165], [-16.99684, 1.33393, -15.88471], [-15.39506, 1.24100, -16.52852], [-14.26068, 3.71376, -14.36642], [-13.88547, 2.67401, -15.70191], [-13.45312, 2.01875, -14.09435]],
  "atomic_forces_ev_per_a": [[0.22, 0.85, 0.28], [0.24, -0.11, 0.74], [1.03, -1.82, 0.90], [-2.14, -0.94, -2.89], [0.58, 2.02, 1.08], [-1.37, 0.08, -1.44], [2.32, -1.29, -1.30], [0.72, -1.00, -0.53], [0.60, 2.38, 2.42], [-2.92, -0.26, 0.45], [-0.34, 0.97, 0.59], [0.26, -0.07, -0.11], [0.66, -0.08, 0.37], [-0.84, 0.09, 0.22], [1.15, -0.69, -0.59], [-0.25, -0.30, -0.02], [-0.02, 0.14, -0.07], [-1.68, 0.39, -1.19], [0.89, 2.00, 3.81], [1.24, -0.59, 0.00], [-0.48, -0.96, -2.66], [-0.60, -0.17, 0.24], [-0.37, -0.02, -0.45], [0.66, -0.78, 0.19], [-0.23, 0.12, 0.10], [0.08, -0.15, 0.11], [0.30, 0.00, 0.15], [-0.03, -0.07, -0.22], [0.32, 0.23, 0.12], [0.93, 1.58, 0.66], [-2.89, -1.57, 1.52], [1.41, -0.38, -1.31], [0.53, 0.33, -1.14], [1.07, -0.16, 0.72], [-0.60, 0.05, -0.09], [0.29, -0.04, -0.09], [-0.57, -0.02, 0.43], [-0.25, 0.54, -0.07], [0.21, 0.26, 0.08], [-0.09, -0.73, -0.78], [-0.23, 0.19, 0.25], [0.28, 0.05, 0.20], [-0.36, -1.58, 1.29], [0.04, -0.02, -0.75], [0.28, -0.52, 0.08], [0.59, 0.73, -0.07], [-0.24, 0.47, 0.10], [-0.19, 0.40, -0.26], [0.01, 0.31, -0.43], [0.37, -0.40, -0.17], [0.09, -0.03, -0.17], [-0.42, 0.57, 0.14], [-0.41, 0.01, 0.08], [-0.67, -0.18, -1.17], [0.50, -1.85, 0.12], [-0.41, 0.54, 0.21], [-0.53, 1.49, 0.65], [-0.36, -0.04, -0.02], [0.66, 0.76, 0.53], [0.73, -0.33, -0.40], [0.27, 0.14, 0.27], [-0.25, -0.37, -0.38], [0.50, -0.82, 0.21], [-0.69, 1.90, -0.33], [0.73, 0.03, -0.08], [0.21, -2.19, -0.38], [-0.25, 0.59, -0.17], [0.39, -0.20, 0.01], [-0.18, 0.50, -0.18], [-0.48, -0.22, 0.29], [0.04, 0.37, 0.48], [-0.76, -1.17, -1.30], [0.64, 1.63, 1.46], [0.85, 0.04, 0.83], [-0.88, -0.90, -1.25], [-0.01, 0.01, 0.19], [-0.41, -0.09, -0.49], [0.57, 0.20, 0.38], [0.05, -0.35, -0.03], [-0.12, 0.60, 0.10], [-0.31, 0.58, -0.76], [0.36, 0.94, 0.99], [-0.28, -2.50, 1.25], [0.70, 0.42, -0.64], [0.03, 1.56, 0.18], [-0.13, 0.20, -0.83], [-0.11, -0.58, 0.07], [-0.47, -0.61, -0.13], [0.15, -0.11, -0.11], [0.87, 0.82, -2.00], [-0.58, -0.24, 5.55], [-0.25, -0.54, -2.79], [-1.22, -0.57, -2.01], [0.30, -0.26, 0.43], [-0.20, 0.32, -0.10], [0.36, -0.30, 0.60], [0.85, 0.15, -0.01], [-0.06, 0.58, 0.27]]
}

***

# 2
{
  "formula": "C23H52N6O15",
  "method": "ωB97M-V/def2-TZVPD",
  "energy_ev": -64347.8236,
  "e_lumo_ev": 0.19,
  "smiles": "COC(=O)OC.COC(=O)OC.COC(=O)OC.CNC(C)=O.CNC(C)=O.CC(N)=O.CC(N)=O.CC(N)=O.CC(N)=O",
  "homo_lumo_gap_ev": 9.3,
  "charge": 0,
  "species": ["C", "O", "C", "O", "O", "C", "H", "H", "H", "H", "H", "H", "C", "O", "C", "O", "O", "C", "H", "H", "H", "H", "H", "H", "C", "O", "C", "O", "O", "C", "H", "H", "H", "H", "H", "H", "C", "C", "O", "N", "C", "H", "H", "H", "H", "H", "H", "H", "C", "C", "O", "N", "C", "H", "H", "H", "H", "H", "H", "H", "O", "C", "N", "C", "H", "H", "H", "H", "H", "O", "C", "N", "C", "H", "H", "H", "H", "H", "O", "C", "N", "C", "H", "H", "H", "H", "H", "O", "C", "N", "C", "H", "H", "H", "H", "H"],
  "xyz": [[-27.93786, -7.59249, 20.47785], [-27.33098, -7.36309, 21.75391], [-27.92042, -6.67211, 22.76251], [-27.41661, -6.42196, 23.83711], [-29.06936, -6.13795, 22.30816], [-29.68876, -5.21913, 23.19531], [-28.39743, -6.68724, 20.08110], [-28.62924, -8.43318, 20.42011], [-27.20549, -7.84858, 19.71224], [-29.08970, -4.31226, 23.27779], [-29.80508, -5.76339, 24.13252], [-30.68217, -4.85605, 22.93182], [-26.60978, -11.56319, 10.49639], [-27.03064, -11.39218, 11.82371], [-26.16915, -10.72809, 12.68693], [-25.11662, -10.15678, 12.38224], [-26.80326, -10.63177, 13.85649], [-26.18834, -10.02392, 15.02997], [-25.56902, -11.83751, 10.32419], [-26.88569, -10.68675, 9.91003], [-27.19699, -12.40066, 10.11964], [-26.94170, -9.96381, 15.81542], [-25.87629, -8.99218, 14.86801], [-25.32914, -10.54960, 15.44653], [-24.45713, -16.34387, 10.47949], [-24.88717, -15.22170, 11.29502], [-24.51301, -15.01176, 12.59675], [-23.64548, -15.68087, 13.20380], [-25.19274, -14.00235, 13.11889], [-24.99408, -13.84756, 14.53187], [-23.58288, -16.84322, 10.89714], [-24.23578, -15.99038, 9.47244], [-25.13198, -17.19860, 10.52535], [-25.46634, -12.87593, 14.67680], [-23.93198, -13.81672, 14.77495], [-25.47351, -14.70565, 15.00295], [-26.00004, -3.28466, 17.09141], [-26.39883, -4.81815, 17.12994], [-27.54057, -5.16259, 16.84079], [-25.47270, -5.74345, 17.44139], [-25.61538, -7.23520, 17.22050], [-25.21870, -3.10183, 16.35372], [-25.70267, -2.95523, 18.08697], [-26.88923, -2.75542, 16.74886], [-24.52796, -5.39618, 17.35792], [-24.92639, -7.33155, 16.38139], [-26.62432, -7.40455, 16.84438], [-25.28553, -7.85729, 18.05255], [-29.95882, -6.89957, 15.80240], [-30.03045, -8.07955, 16.61911], [-29.14507, -8.87382, 16.67286], [-31.04363, -8.18656, 17.47282], [-31.21388, -9.20240, 18.49519], [-29.90164, -5.93933, 16.31501], [-30.85002, -7.08702, 15.20347], [-29.11878, -6.87582, 15.10823], [-31.62239, -7.39971, 17.72973], [-32.21356, -9.22063, 18.92924], [-30.53741, -9.08446, 19.34171], [-30.96173, -10.22139, 18.20163], [-21.11710, -10.64421, 19.36547], [-21.85688, -9.65529, 19.54775], [-22.15393, -9.28909, 20.76715], [-22.39631, -8.96749, 18.39108], [-22.39730, -8.34742, 21.03939], [-21.81180, -9.92600, 21.47243], [-23.19561, -9.55095, 17.93413], [-21.71875, -8.95321, 17.53738], [-23.04018, -8.12493, 18.64332], [-26.96170, -16.45659, 18.72751], [-28.00338, -16.74837, 18.10712], [-28.52055, -15.76172, 17.45386], [-28.55011, -18.17312, 18.10542], [-29.24684, -15.96345, 16.78161], [-27.98272, -14.92995, 17.25639], [-28.14478, -18.70883, 17.24704], [-29.62079, -18.36937, 18.16238], [-28.17041, -18.56722, 19.04808], [-25.95987, -10.21454, 18.66531], [-26.74041, -11.18992, 18.50872], [-27.99365, -10.96541, 18.15803], [-26.10942, -12.54498, 18.49769], [-28.42433, -11.63118, 17.53244], [-28.40337, -10.06714, 17.94508], [-25.10037, -12.49310, 18.90662], [-26.25615, -12.88374, 17.47211], [-26.62046, -13.16619, 19.23324], [-28.87356, -13.22554, 16.15487], [-29.67739, -12.90026, 15.28145], [-30.51003, -11.80635, 15.34830], [-29.73807, -13.67583, 13.97335], [-31.28346, -11.67780, 14.71160], [-30.32140, -11.09239, 16.03733], [-29.18967, -13.05382, 13.26591], [-30.77380, -13.70487, 13.63495], [-29.44104, -14.69848, 14.20583]],
  "atomic_forces_ev_per_a": [[-0.29, 0.53, -1.00], [0.33, -0.47, 0.93], [0.58, 1.02, -0.76], [-0.53, -0.95, -1.42], [-0.69, 0.02, -0.47], [-0.03, 0.13, 1.17], [-0.29, -0.01, 0.33], [-0.21, 0.10, 0.75], [0.72, -0.05, 0.67], [0.28, -0.24, 0.36], [0.16, 0.60, 0.33], [0.04, -0.71, -0.94], [-0.30, -0.38, -1.21], [1.45, 0.60, 2.19], [0.75, 1.91, -1.29], [-2.22, -1.88, 0.62], [0.18, -0.50, 0.63], [0.04, 0.55, 0.02], [0.10, 0.32, 0.56], [0.26, 0.11, -0.01], [-0.07, 0.02, 0.03], [-0.25, -0.34, -0.37], [0.00, -0.10, -0.57], [-0.02, -0.42, -0.49], [0.94, -0.44, 1.40], [-0.36, 0.41, 0.55], [2.54, -2.78, 0.19], [-2.53, 1.73, -1.79], [0.27, -0.59, -1.09], [-0.01, 0.35, -0.41], [0.52, 0.68, 0.09], [-0.33, 0.05, 0.24], [-0.87, 0.61, -0.29], [-0.08, -0.31, 0.70], [-0.13, -0.02, 0.00], [-0.02, 0.37, 0.41], [-0.45, -1.63, -0.03], [-0.96, 0.49, -0.69], [-0.08, 0.39, 0.22], [0.93, -0.31, 0.53], [0.45, 2.12, -1.02], [0.20, -0.09, 0.19], [0.09, 0.09, -0.13], [0.06, -0.07, 0.24], [0.02, -0.16, 0.33], [-0.01, -0.91, -0.07], [0.05, -0.25, 0.45], [-0.45, 0.25, 0.04], [-0.46, 1.13, -2.11], [0.55, 1.29, 2.22], [2.42, -3.08, -0.58], [-2.82, 0.04, 1.65], [0.93, -0.91, 0.62], [-0.55, -0.20, 0.20], [-0.35, 1.21, -0.45], [0.08, -0.48, 0.30], [0.22, 0.28, -0.88], [-0.09, 0.25, -0.47], [0.19, 0.49, 0.11], [-0.24, 0.08, -0.65], [-0.91, 0.87, 0.21], [2.53, -3.05, -1.82], [-0.68, 0.90, 2.47], [-1.90, 0.43, -1.42], [-0.23, -0.31, -0.19], [0.07, 0.32, 0.07], [-0.13, -0.91, 0.41], [0.34, 0.86, 0.46], [0.86, 0.86, -0.16], [-0.72, -1.48, 0.01], [3.32, -0.63, 2.39], [-2.87, 1.39, -2.91], [0.15, 0.23, 0.70], [-0.07, 0.26, 0.10], [-0.07, -0.09, 0.33], [0.11, -0.05, 0.14], [-0.17, 0.67, -0.37], [0.30, -0.33, -0.31], [-1.03, -0.75, 0.49], [3.70, 3.00, -0.34], [-2.26, -1.14, -0.65], [-1.17, -0.09, 0.99], [-0.05, -0.82, 0.36], [0.87, 0.56, 0.26], [0.07, 0.24, -0.82], [0.46, -0.64, 0.15], [-0.37, -0.51, -0.45], [-0.61, 0.90, -0.32], [0.02, 0.00, -0.29], [0.60, -0.59, 0.34], [-1.10, 0.50, 1.10], [0.45, -0.03, 0.04], [-0.11, -0.05, 0.00], [0.46, -0.66, -0.19], [-0.08, -0.03, -0.17], [0.56, 0.25, -0.62]]
}